No. 1
72
Properties=species:S:1:pos:R:3:lowdin_charge:R:1 method="wB97M-V/def2-TZVPD" total_energy_ha=-1834.62921 charge=0
O -1.77200 -2.74142 -3.51898 0.00
H -2.44036 -3.16201 -3.04068 0.00
H -2.17211 -1.88365 -3.58714 0.03
O 2.43903 -0.08106 -3.62886 -0.02
H 2.24656 0.51662 -2.91330 0.00
H 2.04249 0.34386 -4.37791 0.05
O -3.37819 4.38580 -2.09010 -0.08
H -3.11269 3.94046 -1.26469 -0.01
H -4.26130 3.99738 -2.21038 0.05
O -1.95548 0.77443 -2.78434 -0.09
H -2.39604 0.38083 -2.01308 -0.02
H -1.28980 1.38895 -2.33939 0.03
O 3.40369 2.44682 -1.37028 -0.05
H 3.93573 1.85902 -1.87820 -0.02
H 3.74335 3.32482 -1.61783 0.06
O -0.57359 4.57284 -2.91687 -0.05
H -1.37430 4.47586 -2.39038 0.01
H -0.88938 4.64994 -3.83200 0.07
O 0.80458 2.27937 -2.37673 -0.05
H 1.59794 2.38272 -1.88068 -0.03
H 0.69435 3.06974 -2.91997 0.02
O -3.52906 -3.22845 -0.45251 -0.04
H -3.53185 -2.29627 -0.42114 -0.02
H -4.06246 -3.57806 0.27767 0.07
O -0.90440 -4.25039 0.11079 -0.08
H -1.87516 -4.13239 -0.05779 0.03
H -0.44075 -3.51373 -0.32486 -0.01
O 0.33650 -2.18897 -1.40137 -0.06
H 1.11235 -1.62653 -1.60079 0.06
H -0.01831 -2.48543 -2.24290 0.04
O -3.54427 0.78451 1.62633 -0.04
H -4.18093 1.44899 1.79984 0.04
H -2.86553 0.87749 2.32742 0.04
O 3.02061 -3.38745 4.24103 -0.05
H 2.88825 -4.03501 3.53956 0.05
H 3.37234 -2.60088 3.74562 0.08
O 0.32320 -5.48859 2.21125 -0.07
H -0.24685 -5.50080 1.42688 0.00
H -0.28322 -5.47009 2.94254 0.02
O 1.31466 -2.15867 1.32086 -0.08
H 1.52824 -3.13563 1.37578 0.08
H 0.63603 -2.09572 0.60947 0.03
O 2.25239 5.19617 -1.87571 -0.04
H 1.77663 4.70838 -1.20664 0.03
H 1.72320 5.36514 -2.64231 0.01
O -1.23839 3.43958 2.78836 -0.06
H -0.84772 4.21742 3.10890 0.01
H -0.86997 2.60266 3.22185 0.07
O 1.08220 -2.30812 6.10541 -0.05
H 0.78512 -2.91459 6.77735 0.04
H 1.71409 -2.79026 5.56133 -0.01
O -2.68366 -0.60645 -0.52167 -0.04
H -1.76355 -0.76807 -0.27200 0.06
H -3.08361 -0.09478 0.15430 -0.01
O 2.88015 -0.10130 0.08029 -0.05
H 3.43901 0.55854 0.46692 0.04
H 2.76309 -0.73416 0.83980 0.06
O 0.26032 0.53486 0.12284 -0.05
H 1.22011 0.41074 0.31203 0.02
H 0.30747 1.03431 -0.67525 0.00
O 5.09913 0.61499 -2.76093 -0.02
H 4.48981 -0.04880 -2.96238 -0.01
H 5.61334 0.24266 -2.04353 0.06
O -1.97910 3.13816 -0.05700 -0.07
H -1.78057 3.45968 0.87213 0.05
H -2.33994 2.24037 -0.05060 0.03
O -0.98139 0.59341 2.72660 -0.12
H -0.41070 0.65486 1.89868 0.04
H -0.93651 -0.37045 3.04498 0.06
O -0.61583 -2.34025 3.45569 -0.06
H 0.24509 -2.44806 3.02770 0.00
H -0.46204 -2.34591 4.40091 0.02

=====

No. 2
18
Properties=species:S:1:pos:R:3:lowdin_charge:R:1 method="wB97M-V/def2-TZVPD" total_energy_ha=-426.28584 charge=0 smiles=C[C@H](O)[C@@H]1[C@@H](N)[C@@H]1F
C -2.27834 -0.06677 -0.77190 -0.07
C -1.15216 -0.83551 -0.12095 -0.41
C 0.21625 -0.43484 -0.69607 -0.12
C 1.35216 -0.06620 0.26118 -0.26
C 0.71642 1.07203 -0.47847 -0.16
H -2.62462 0.91855 -0.29825 0.10
H -2.00660 0.11233 -1.93155 0.13
H -3.17148 -0.73075 -0.67413 0.08
H -1.34685 -1.85540 -0.28084 0.12
H -1.25976 0.21942 1.38563 0.05
H 0.47990 -1.04705 -1.64477 0.17
H 1.04862 -0.04008 1.30436 0.13
H 3.61032 -0.37152 0.20425 0.07
H 2.62398 -1.77786 -0.05210 0.10
H 1.14676 1.63637 -1.29296 0.14
N 2.68436 -0.70863 -0.12060 0.01
O -1.21482 -0.73175 1.34602 -0.05
F -0.07758 1.74869 0.46597 -0.03

=====

No. 3
133
Properties=species:S:1:pos:R:3:lowdin_charge:R:1 method="wB97M-V/def2-TZVPD" total_energy_ha=-4962.00545 charge=0 smiles="CCCN[C@]1(S(=O)(=O)F)NC(=O)[C@](CCCCN(C)C(C)=O)(CCCOC(C)=O)[C@]1(OCCNC[C@@H](C)O)P(N)O.CCOS(C)(=O)=O.CCOS(C)(=O)=O.CCOS(C)(=O)=O"
C -1.92088 5.58971 1.71056 -0.11
C -2.72289 5.72258 3.00978 -0.23
C -2.49267 4.55799 3.96748 -0.22
N -2.91952 3.30919 3.32366 -0.03
C -2.63037 2.05532 3.96938 -0.42
S -4.22926 1.49560 4.86818 0.72
O -4.84673 2.73798 5.23543 -0.27
O -4.06627 0.44052 5.80986 -0.24
F -5.12962 0.95999 3.69979 -0.15
N -1.68141 2.16419 5.03053 0.15
C -0.41803 2.06661 4.50484 -0.43
O 0.53672 2.68933 4.89146 0.12
C -0.44180 0.99334 3.41474 -0.25
C 0.18783 -0.21558 4.18179 -0.10
C 0.90523 -1.34458 3.43628 -0.18
C 2.25983 -1.76599 4.06253 -0.16
C 2.42152 -3.26913 4.28461 -0.18
N 2.00167 -3.74587 5.62688 -0.11
C 0.85754 -3.01975 6.20683 -0.07
C 1.69718 -5.14922 5.57917 -0.52
C 0.43968 -5.59696 4.89075 0.00
O 2.42406 -5.92513 6.08762 0.14
C 0.44165 1.43224 2.22627 -0.14
C 1.96125 1.48929 2.49900 -0.12
C 2.63175 2.62945 1.72797 -0.17
O 3.70534 3.24902 2.43621 -0.01
C 3.42126 4.03415 3.50214 -0.58
C 2.52675 5.20774 3.24620 0.02
O 3.94509 3.84204 4.52240 0.17
C -1.98235 0.91709 3.01232 -0.33
O -2.72020 -0.20662 3.48458 -0.18
C -2.56605 -1.59673 3.18563 -0.14
C -2.51021 -2.10106 1.74527 -0.20
N -1.13829 -2.27271 1.28174 -0.06
C -1.02410 -2.74621 -0.09289 -0.20
C 0.39900 -2.61880 -0.64189 -0.41
C 0.42475 -3.10440 -2.10163 -0.03
O 0.91485 -1.29116 -0.51942 -0.05
P -2.38948 1.62501 1.25291 0.93
N -1.84651 0.46636 0.11999 -0.15
O -3.95886 1.19823 1.33210 -0.29
H -0.97777 5.06540 1.90103 0.06
H -2.45769 4.99850 0.96411 0.06
H -1.69266 6.56765 1.27995 0.07
H -2.43770 6.63821 3.53879 0.11
H -3.79454 5.80453 2.79342 0.11
H -3.03174 4.73772 4.90891 0.12
H -1.42092 4.50984 4.18763 0.11
H -3.91590 3.39602 3.14890 0.12
H -1.84485 2.85497 5.75262 0.16
H 0.90057 0.22239 4.88926 0.12
H -0.61126 -0.63213 4.80703 0.12
H 0.27696 -2.23144 3.42203 0.06
H 1.08121 -1.07448 2.39565 0.09
H 3.06517 -1.47386 3.37999 0.11
H 2.43009 -1.24203 5.00652 0.11
H 3.48188 -3.52606 4.18573 0.12
H 1.90757 -3.81226 3.47460 0.11
H 1.19044 -2.05068 6.57880 0.09
H 0.01234 -2.87528 5.51824 0.07
H 0.48716 -3.58424 7.06700 0.10
H -0.44635 -5.23057 5.41727 0.08
H 0.38301 -5.21884 3.86619 0.07
H 0.43128 -6.68811 4.86580 0.09
H 0.27578 0.69432 1.43175 0.09
H 0.09308 2.41161 1.88238 0.09
H 2.21706 1.55831 3.55579 0.12
H 2.40311 0.55685 2.13184 0.11
H 3.08027 2.23431 0.81102 0.12
H 1.88189 3.36059 1.40151 0.10
H 3.15966 6.05123 2.95134 0.10
H 1.80456 5.04239 2.44679 0.06
H 2.00565 5.44787 4.17346 0.09
H -3.44725 -2.03181 3.67095 0.14
H -1.70299 -2.01407 3.71689 0.10
H -3.05400 -3.06507 1.74515 0.12
H -3.04877 -1.45897 1.04733 0.09
H -0.72508 -2.98852 1.87092 0.10
H -1.31128 -3.80966 -0.17802 0.13
H -1.71233 -2.19035 -0.73910 0.12
H 1.08394 -3.24400 -0.05404 0.14
H -0.53288 -3.52203 -2.41163 0.07
H 1.17936 -3.88331 -2.25405 0.08
H 0.68083 -2.27629 -2.77111 0.08
H 0.55570 -0.77557 -1.25571 0.07
H -1.19074 0.91071 -0.51421 0.03
H -2.62124 0.09592 -0.42188 0.05
H -4.13443 0.39113 1.83784 0.04
O 1.06963 2.25644 -2.34016 -0.28
S 1.87325 2.33985 -3.52555 0.56
O 2.51899 1.14602 -3.98229 -0.28
O 2.91355 3.51973 -3.36396 -0.25
C 3.74894 3.49208 -2.17320 -0.23
C 4.84229 2.44566 -2.22427 -0.07
C 0.93991 3.03462 -4.83978 -0.11
H 3.09886 3.34704 -1.31006 0.09
H 4.18091 4.48748 -2.11187 0.12
H 4.43599 1.43638 -2.24062 0.07
H 5.47281 2.55034 -1.34109 0.09
H 5.45580 2.57487 -3.11574 0.09
H 0.45006 3.93660 -4.48488 0.08
H 0.20581 2.28409 -5.12544 0.08
H 1.61082 3.24596 -5.66800 0.08
O 1.12006 -3.00602 -7.92273 -0.29
S 2.38862 -2.54041 -8.41141 0.57
O 3.48008 -3.45794 -8.50243 -0.27
O 2.79979 -1.25836 -7.58062 -0.26
C 2.85476 -1.38813 -6.12858 -0.23
C 4.07868 -2.13508 -5.64717 -0.06
C 2.17268 -1.74720 -9.96336 -0.12
H 1.93539 -1.85999 -5.78118 0.11
H 2.86348 -0.36918 -5.75913 0.09
H 4.07089 -3.17743 -5.96205 0.07
H 4.10286 -2.10017 -4.55795 0.08
H 4.98629 -1.67499 -6.03764 0.09
H 1.34987 -1.04212 -9.89060 0.07
H 1.94671 -2.53216 -10.68173 0.08
H 3.10152 -1.24871 -10.22591 0.08
O -4.22756 -0.17394 -4.94553 -0.28
S -4.51162 -1.57845 -4.97967 0.55
O -4.01971 -2.40248 -3.91721 -0.28
O -4.06811 -2.15778 -6.38122 -0.27
C -2.70971 -1.89170 -6.84078 -0.23
C -1.63678 -2.70205 -6.15002 -0.06
C -6.23756 -1.84770 -5.16376 -0.12
H -2.53138 -0.81932 -6.75122 0.11
H -2.75518 -2.13418 -7.89990 0.12
H -1.55748 -2.44064 -5.09614 0.07
H -0.68126 -2.50482 -6.64005 0.05
H -1.85015 -3.76890 -6.21329 0.09
H -6.60568 -1.22886 -5.97661 0.08
H -6.69674 -1.55929 -4.22068 0.08
H -6.40402 -2.90309 -5.36023 0.08

=====

No. 4
18
Properties=species:S:1:pos:R:3:lowdin_charge:R:1 method="wB97M-V/def2-TZVPD" multiplicity=2 total_energy_ha=-347.47956 charge=-2
C -1.27597 -0.37541 -1.86068 -0.58
C -1.58604 0.59464 -0.68976 -0.18
C 0.07180 -1.06529 -1.75420 -0.37
H -1.46352 0.05643 -2.86237 -0.02
H -2.11709 -1.07163 -1.81804 0.01
H -1.02227 0.37220 0.23020 0.03
H -1.45437 1.67403 -0.79618 0.04
H 0.41797 -1.75522 -2.53304 -0.06
H 0.08919 -1.58882 -0.79606 0.05
H -2.66830 0.48749 -0.52657 0.03
H 0.86188 -0.31945 -1.58445 0.03
C 1.88418 0.73384 1.74680 -0.07
C 0.77161 0.05813 2.66993 -0.78
O -0.40348 0.35655 2.37009 -0.11
O 1.25041 -0.73476 3.51260 -0.13
H 1.67794 0.76527 0.68699 0.02
H 2.76313 0.08897 1.89461 0.04
H 2.20293 1.72305 2.11013 0.04